The following is a DFT calculation (the ωB97M-V functional and the def2-TZVPD basis) of a 2-piece molecular cluster, C27H26N6O2Si overall in a non-equilibrium geometry.

Geometry as XYZ:
```
62
Properties=species:S:1:pos:R:3:lowdin_charge:R:1
C -3.1977 -1.1595 0.6665 -0.097
C -2.3679 -2.2788 0.6383 -0.072
C -1.3027 -2.3897 1.5495 -0.080
C -1.0377 -1.3645 2.4539 -0.233
Si 0.2727 -1.5287 3.7570 0.691
C 0.9496 -3.2291 3.8058 -0.239
C 2.3250 -3.3833 3.5817 -0.079
C 2.8950 -4.6565 3.5726 -0.082
C 2.1039 -5.7841 3.7931 -0.088
C 0.7288 -5.6386 4.0007 -0.080
C 0.1495 -4.3619 4.0115 -0.093
C 1.6055 -0.2687 3.5436 -0.270
C 1.7413 0.3649 2.3067 -0.085
C 2.6554 1.4156 2.1664 -0.089
C 3.4457 1.8005 3.2524 -0.089
C 3.3459 1.1351 4.4809 -0.081
C 2.4137 0.0967 4.6321 -0.095
C -0.5263 -0.9231 5.3037 -0.376
C -1.5427 -1.9365 5.8341 -0.183
C -2.5882 -1.0362 6.4612 -0.158
C -2.3478 0.4122 5.9588 -0.182
N -1.2599 0.2944 4.9782 -0.104
C -1.8504 -0.2289 2.4241 -0.101
C -2.9530 -0.1291 1.5715 -0.104
H -4.0106 -1.0736 -0.0541 0.105
H -2.5439 -3.0864 -0.0659 0.099
H -0.6716 -3.2807 1.5740 0.098
H 2.9271 -2.4885 3.4136 0.097
H 3.9696 -4.7430 3.4086 0.104
H 2.5590 -6.7740 3.7591 0.102
H 0.1096 -6.5177 4.1702 0.101
H -0.9287 -4.2727 4.1745 0.100
H 1.1041 0.0377 1.4802 0.103
H 2.7077 1.9287 1.2040 0.095
H 4.1585 2.6177 3.1209 0.103
H 3.9709 1.4369 5.3225 0.101
H 2.3151 -0.4053 5.6023 0.103
H 0.2216 -0.7657 6.1032 0.113
H -1.9438 -2.5777 5.0503 0.089
H -1.0633 -2.6207 6.5332 0.117
H -3.6083 -1.3940 6.3445 0.105
H -2.3867 -1.0013 7.5248 0.099
H -3.2364 0.9013 5.5323 0.105
H -1.9862 1.0778 6.7671 0.109
H -0.6922 1.1321 4.9243 0.121
H -1.6976 0.5906 3.1314 0.078
H -3.6005 0.7384 1.6408 0.095
O -2.9488 1.3547 -0.7101 0.070
N -3.4958 2.4664 -0.6211 -0.306
O -4.5509 2.7547 -1.2265 0.053
C -2.8223 3.5229 0.1025 -0.111
C -3.1649 4.7837 -0.4309 -0.006
C -2.2177 5.7435 -0.5556 0.021
C -0.8975 5.4934 -0.0788 -0.254
N 0.3137 6.0374 -0.3328 0.056
N 1.2336 5.2596 0.3033 -0.018
N 0.6758 4.2617 0.9506 0.057
N -0.6802 4.3278 0.6692 -0.030
C -1.6150 3.3295 0.8260 0.117
H -4.1222 4.8367 -0.9505 0.129
H -2.3639 6.6113 -1.1823 0.123
H -1.3422 2.4548 1.4058 0.128
```

## Properties
- SMILES: c1ccc([Si](c2ccccc2)(c2ccccc2)[C@@H]2CCCN2)cc1.O=[N+]([O-])c1ccc2nnnn2c1
- Charge: 0
- LUMO: -1.70 eV

The following is a DFT calculation (the ωB97M-V functional and the def2-TZVPD basis) of one molecule with the formula C2H2BrNO2 in a non-equilibrium geometry.

Geometry as XYZ:
```
8
Properties=species:S:1:pos:R:3:lowdin_charge:R:1
O -0.7154 2.0918 0.2594 0.138
C -0.3414 1.1676 0.8556 -0.086
N -0.1818 -0.4608 0.1554 -0.315
O -0.8929 -1.2371 0.8675 -0.121
C 0.5082 -0.8520 -0.9075 -0.568
Br 1.2035 0.4105 -2.1290 0.692
H -0.1440 0.8708 1.9146 0.147
H 0.5639 -1.9907 -1.0160 0.113
```

## Properties
- SMILES: O=C/[N+]([O-])=C\Br
- Energy relative to the best compared isomer or geometry (same formula, charge and spin): 76.9 kcal/mol
- Charge: 0
- LUMO: -0.03 eV

The following is a DFT calculation (the ωB97M-V functional and the def2-TZVPD basis) of an isolated ion of composition C12H13BrN2 and charge +2 in a non-equilibrium geometry.

Geometry as XYZ:
```
28
Properties=species:S:1:pos:R:3:lowdin_charge:R:1
C 2.1214 -0.9109 -1.1050 0.047
C 1.7700 0.2117 -0.1100 -0.202
N 2.4736 1.3033 -0.0770 0.261
C 0.6455 0.0738 0.9238 -0.111
C 1.2450 -0.7302 2.0792 -0.003
C 0.3804 -1.6004 2.4604 -0.016
N -0.7878 -1.5027 1.6934 0.170
C -0.8597 -0.4765 0.8806 -0.046
C -1.9536 -0.0451 0.0749 -0.120
C -1.6267 0.8674 -1.0032 -0.004
C -2.6295 1.4385 -1.7034 -0.070
C -3.9453 1.1387 -1.5325 -0.047
C -4.2513 0.2641 -0.4877 -0.583
Br -6.1591 -0.2027 -0.2802 0.776
C -3.3489 -0.3911 0.2802 -0.033
H 1.5881 -1.9201 -1.0180 0.140
H 3.2586 -0.9207 -0.9682 0.140
H 1.9123 -0.6028 -2.0980 0.086
H 2.3776 2.0771 0.6240 0.192
H 3.1237 1.5104 -0.8521 0.182
H 0.5575 1.1256 1.4506 0.208
H 2.2433 -0.5113 2.4605 0.153
H 0.4690 -2.3124 3.1895 0.128
H -1.6638 -1.9816 1.9181 0.197
H -0.6010 1.0039 -1.4311 0.134
H -2.2845 2.2369 -2.4194 0.154
H -4.8157 1.5428 -2.0995 0.142
H -3.7133 -1.1048 1.0320 0.124
```

## Properties
- SMILES: CC(=[NH2+])[C@@H]1C=C[NH+]=C1c1cccc(Br)c1
- Energy relative to the best compared isomer or geometry (same formula, charge and spin): 3.7 kcal/mol
- Charge: +2
- LUMO: -8.62 eV

The following is a DFT calculation (the ωB97M-V functional and the def2-TZVPD basis) of a 4-piece molecular cluster, C5H12O overall.

Geometry as XYZ:
```
18
Properties=species:S:1:pos:R:3:lowdin_charge:R:1
C -1.8665 0.1114 -1.0482 -0.121
C -0.6252 0.7140 -0.9718 -0.136
C 0.6161 -0.4085 0.4406 -0.574
C 1.9145 -0.1793 -0.3143 -0.052
C 0.3803 0.4507 1.6742 -0.045
O 0.1765 -1.5958 0.4824 -0.087
H -2.1672 -0.4201 -1.9480 0.073
H -2.6925 0.4690 -0.4370 0.076
H -1.8285 -1.2722 -0.3087 0.088
H -0.5150 1.6179 -0.3815 0.075
H 0.0432 0.6203 -1.8222 0.075
H 2.0776 0.8739 -0.5623 0.079
H 1.9282 -0.7836 -1.2243 0.087
H 2.7437 -0.5094 0.3255 0.089
H 0.6873 1.4914 1.5331 0.077
H 0.9632 0.0282 2.5020 0.089
H -0.6754 0.4172 1.9608 0.087
H -1.1602 -1.6251 0.0997 0.119
```

## Properties
- Energy relative to the best compared isomer or geometry (same formula, charge and spin): 89.9 kcal/mol
- Charge: 0
- LUMO: 0.77 eV